# C2H4INO

C2H4INO as an isolated structure in a non-equilibrium geometry (ωB97M-V with the def2-TZVPD basis set, the Open Molecules 2025 dataset).

Each line ends with the natural charge from an NBO analysis.
Atoms and positions in Å:
C  0.094  -0.601  0.289  -0.004
C  -0.522  0.588  -0.475  -0.203
N  0.133  -2.301  -0.509  -0.564
O  0.193  1.844  -0.309  -0.728
I  1.449  -0.322  1.835  0.255
H  -1.605  0.685  0.038  0.215
H  -0.457  0.386  -1.553  0.248
H  0.773  -2.679  0.182  0.295
H  -0.057  2.400  0.500  0.487

Energy relative to the best compared isomer or geometry (same formula, charge and spin) ... 507.8 kJ/mol
Total charge ... 0
E_tot ... -13771.1584 eV
Highest occupied orbital energy ... -8.8 eV

# C2H4INS

A 2-piece molecular cluster, C2H4INS overall in a non-equilibrium geometry (ωB97M-V with the def2-TZVPD basis set, the Open Molecules 2025 dataset).

Each line ends with the natural charge from an NBO analysis.
Atoms and positions in Å:
C  -0.057  0.629  -0.995  0.168
C  0.656  -0.444  1.040  -0.418
N  -0.336  -0.096  0.032  -0.609
S  1.057  1.455  -1.718  0.201
I  -2.783  0.551  -2.365  -0.456
H  0.168  -0.989  1.842  0.225
H  1.437  -1.068  0.601  0.216
H  1.121  0.458  1.438  0.219
H  -1.262  -0.496  0.125  0.453

Energy relative to the best compared isomer or geometry (same formula, charge and spin) ... 86.6 kJ/mol
Total charge ... 0
E_tot ... -22563.4065 eV
Highest occupied orbital energy (spin up / spin down) ... -8.5 / -8.2 eV

# C2H4IOPS

An isolated molecule of C2H4IOPS in a non-equilibrium geometry (ωB97M-V with the def2-TZVPD basis set, the Open Molecules 2025 dataset).

Each line ends with the natural charge from an NBO analysis.
Atoms and positions in Å:
C  -0.120  -0.427  -0.177  -0.712
C  -1.116  0.541  0.558  -0.657
O  1.538  -2.426  -0.105  -0.962
P  1.111  -1.496  0.919  1.364
S  2.488  1.989  -1.024  -0.613
I  0.873  0.576  -1.896  0.696
H  -0.768  -1.141  -0.534  0.216
H  -0.522  1.416  0.803  0.225
H  -1.559  0.183  1.562  0.225
H  -1.925  0.784  -0.105  0.219

Energy relative to the best compared isomer or geometry (same formula, charge and spin) ... 83.4 kJ/mol
Total charge ... 0
E_tot ... -32408.3931 eV
Highest occupied orbital energy ... -8.2 eV

# C2H4LiNaO

C2H4LiNaO as an isolated structure in a non-equilibrium geometry (ωB97M-V with the def2-TZVPD basis set, the Open Molecules 2025 dataset).

Each line ends with the natural charge from an NBO analysis.
Atoms and positions in Å:
C  -1.003  0.792  0.898  0.359
H  -1.085  1.618  1.603  0.136
C  -2.210  0.328  0.245  -0.883
H  -3.115  0.814  0.573  0.189
H  -2.099  0.075  -0.799  0.167
O  -0.038  -0.001  0.894  -0.842
Li  1.526  1.010  -1.303  0.744
Na  -0.836  -2.145  -0.049  0.871
H  0.625  2.245  -0.493  -0.740

Energy relative to the best compared isomer or geometry (same formula, charge and spin) ... 162.1 kJ/mol
Total charge ... 0
E_tot ... -8804.0607 eV
Highest occupied orbital energy ... -6.4 eV